[1]
{"formula": "C4H5NOS", "method": "ωB97M-V with the def2-TZVPD basis set", "max_force_ev_per_a": 1.41, "mol_weight_g_mol": 115.157, "homo_lumo_gap_ev": 9.57, "relative_energy_kj_mol": 205.1, "smiles": "C=C/C=N\\SC=O", "species": ["C", "C", "C", "N", "S", "C", "O", "H", "H", "H", "H", "H"], "positions_angstrom": [[0.73602, 0.14528, -2.06582], [-0.03959, 1.15095, -1.67788], [-0.18923, 1.62610, -0.29083], [-0.55799, 1.03686, 0.79152], [-1.04404, -0.61152, 0.73883], [0.48211, -1.44124, 0.94917], [1.58885, -0.96475, 0.87841], [0.82544, -0.11781, -3.12410], [1.36579, -0.40534, -1.35188], [-0.56164, 1.76390, -2.42188], [0.03413, 2.67997, -0.15348], [0.30020, -2.56295, 1.17427]], "atomic_forces_ev_per_a": [[0.378, -0.228, 0.044], [-0.140, -0.038, -0.224], [-0.102, -0.509, 0.672], [0.177, 0.380, -0.833], [0.267, -0.017, 0.018], [0.280, -1.162, 0.222], [-0.617, -0.179, 0.054], [-0.048, 0.134, 0.394], [-0.434, 0.255, -0.367], [0.121, -0.220, 0.228], [-0.025, 0.208, 0.082], [0.146, 1.377, -0.291]], "lowdin_charge": [0.03, -0.18, -0.25, -0.27, 0.91, -0.64, -0.05, 0.07, 0.06, 0.10, 0.11, 0.10]}

=====

[2]
{"formula": "C4H5NOS", "method": "ωB97M-V with the def2-TZVPD basis set", "max_force_ev_per_a": 4.94, "mol_weight_g_mol": 115.157, "homo_lumo_gap_ev": 8.83, "relative_energy_kj_mol": 681.6, "species": ["C", "C", "C", "C", "H", "H", "H", "H", "H", "N", "O", "S"], "positions_angstrom": [[-2.37029, -0.65155, 1.32106], [-1.17280, 0.06135, 1.09663], [0.01682, -0.15076, 0.16880], [2.44218, 0.47243, -1.96389], [-3.31391, -0.11909, 2.13994], [-2.64939, -1.95816, 0.90005], [-1.01601, 1.04175, 1.73733], [0.20775, -1.62583, -0.30539], [3.10333, 1.13791, -2.65633], [0.78739, 0.95353, 0.18631], [1.48861, -0.24678, -2.34430], [2.47631, 1.08520, -0.28022]], "atomic_forces_ev_per_a": [[-0.295, -0.829, 0.685], [-2.447, 0.101, 1.016], [1.640, -0.526, 0.831], [-3.340, -0.207, -1.314], [3.404, -1.952, -2.767], [1.021, 4.696, 1.144], [-0.589, -1.996, -1.627], [-0.325, 4.724, 1.194], [-0.540, -1.644, 0.848], [-0.687, -3.905, -0.151], [3.646, 2.079, 0.682], [-1.488, -0.541, -0.540]], "lowdin_charge": [-0.08, -0.28, -0.24, -0.56, 0.14, 0.15, 0.12, 0.24, 0.10, -0.33, -0.11, 0.86]}

=====

[3]
{"formula": "C4H5NOS", "method": "ωB97M-V with the def2-TZVPD basis set", "max_force_ev_per_a": 7.87, "mol_weight_g_mol": 115.157, "homo_lumo_gap_ev": 7.15, "relative_energy_kj_mol": 381.2, "smiles": "N/C=C(\\C=O)C=S", "species": ["N", "C", "C", "C", "O", "C", "S", "H", "H", "H", "H", "H"], "positions_angstrom": [[1.36617, -1.53853, -0.42978], [0.08084, -1.05345, 0.27093], [-0.38499, 0.32088, 0.10060], [0.56970, 1.45117, -0.20121], [0.20781, 2.57216, -0.14736], [-1.70506, 0.82454, 0.08306], [-3.04135, -0.26603, -0.25077], [2.19465, -1.03545, -0.26570], [1.52692, -2.55596, 0.21580], [-0.59839, -1.89304, 0.58240], [1.77672, 1.21874, -0.30015], [-1.99302, 1.95497, 0.34218]], "atomic_forces_ev_per_a": [[-4.020, -4.475, 5.071], [0.691, 2.659, -3.195], [2.849, -2.489, -0.091], [3.029, -2.525, 0.965], [-0.186, 1.976, -0.430], [-5.120, -1.172, 0.703], [2.605, 2.352, 0.705], [1.023, 1.309, 0.274], [-0.189, 3.720, -2.817], [0.727, 1.177, -0.312], [-2.548, 0.205, -0.065], [1.139, -2.737, -0.809]], "lowdin_charge": [0.03, -0.03, -0.33, -0.28, 0.05, -0.54, 0.55, 0.01, 0.18, 0.10, 0.15, 0.12]}

=====

[4]
{"formula": "C4H5NOS", "method": "ωB97M-V with the def2-TZVPD basis set", "max_force_ev_per_a": 7.00, "mol_weight_g_mol": 115.157, "homo_lumo_gap_ev": 9.22, "relative_energy_kj_mol": 471.2, "species": ["C", "C", "C", "C", "H", "H", "H", "H", "H", "N", "O", "S"], "positions_angstrom": [[-0.49877, -0.15854, 1.51958], [1.30903, -0.52283, -0.40225], [0.00239, -0.86188, -0.85367], [-0.97915, -0.53558, 0.14565], [-0.50546, -1.34638, 1.81636], [-1.18833, 0.46323, 2.05054], [2.25208, -0.32252, -1.44797], [-0.01980, -1.62660, -1.66834], [-2.01044, -0.91027, 0.08442], [1.71960, 0.16825, 0.61179], [0.78005, 0.42112, 1.61784], [-0.98791, 0.72930, -1.28225]], "atomic_forces_ev_per_a": [[0.480, -3.838, -0.916], [5.684, 3.032, -2.738], [-1.030, -0.198, -1.388], [-2.203, 1.709, -1.193], [0.294, 2.653, 0.810], [-0.309, 0.043, 0.506], [-2.871, -1.172, 3.551], [-0.507, 0.589, 1.126], [0.771, -0.473, 0.451], [-1.072, -1.280, -0.714], [-0.079, -0.024, -0.150], [0.842, -1.042, 0.654]], "lowdin_charge": [-0.20, -0.23, -0.52, -0.52, 0.18, 0.12, 0.22, 0.13, 0.11, 0.06, -0.13, 0.79]}

=====

[5]
{"formula": "C4H5NOS", "method": "ωB97M-V with the def2-TZVPD basis set", "max_force_ev_per_a": 4.17, "mol_weight_g_mol": 115.157, "homo_lumo_gap_ev": 9.64, "relative_energy_kj_mol": 349.4, "smiles": "[H]/N=C(/C#CS)OC", "species": ["H", "N", "C", "C", "C", "S", "O", "C", "H", "H", "H", "H"], "positions_angstrom": [[-1.71811, 1.53977, -0.18548], [-0.63528, 1.52864, -0.14698], [-0.07252, 0.47758, 0.26612], [1.34096, 0.44507, 0.45584], [2.50565, 0.03995, 0.31662], [4.14143, -0.12652, 0.13516], [-0.72112, -0.74662, 0.50924], [-1.99897, -0.75972, 0.02874], [4.18671, 0.18021, -1.12560], [-2.24653, -1.78431, 0.39235], [-1.90388, -0.60070, -1.08508], [-2.87834, -0.19335, 0.43909]], "atomic_forces_ev_per_a": [[2.453, -0.521, -0.060], [-1.866, 0.628, 0.197], [-1.519, -0.453, 0.164], [3.129, -1.944, -0.691], [-3.732, 1.801, 0.458], [1.072, -0.728, 1.293], [2.585, 2.726, 1.187], [-2.144, -2.236, -1.027], [0.000, 0.372, -1.249], [-0.528, 0.313, -1.320], [-0.847, -0.493, 0.954], [1.397, 0.533, 0.094]], "lowdin_charge": [0.09, 0.15, -0.47, 0.01, -0.52, 0.81, -0.08, -0.17, -0.14, 0.11, 0.12, 0.10]}

=====

[6]
{"formula": "C4H5NOS", "method": "ωB97M-V with the def2-TZVPD basis set", "max_force_ev_per_a": 8.02, "mol_weight_g_mol": 115.157, "homo_lumo_gap_ev": 9.03, "relative_energy_kj_mol": 351.1, "species": ["C", "C", "C", "C", "H", "H", "H", "H", "H", "N", "O", "S"], "positions_angstrom": [[-0.30580, -0.05318, 0.10875], [0.60646, 0.46661, -1.07436], [-1.12641, -0.60261, -2.02485], [-1.29753, -0.82389, -0.70458], [0.32053, 0.42941, 3.36324], [1.66952, -0.07218, -1.15664], [0.93658, 1.54657, -1.11219], [-1.74211, -1.18619, -2.86714], [-2.02490, -1.39315, 0.05716], [-0.47336, -0.00892, 1.31000], [0.04020, -0.02546, -2.30038], [1.03574, 0.43875, 2.06992]], "atomic_forces_ev_per_a": [[-1.270, -1.036, -7.854], [3.951, -1.105, 0.686], [-1.998, -3.620, 0.122], [-1.852, -0.043, 2.598], [1.789, 0.215, -2.015], [-2.007, 0.934, 0.949], [-1.206, -0.953, 0.015], [1.760, 1.889, 1.700], [1.166, 1.234, -2.775], [2.069, 0.344, 4.061], [-0.173, 1.803, -0.567], [-2.228, 0.337, 3.079]], "lowdin_charge": [-0.51, -0.11, -0.16, -0.04, -0.07, 0.17, 0.14, 0.17, 0.16, -0.30, -0.09, 0.66]}

=====

[7]
{"formula": "C4H5NOS", "method": "ωB97M-V with the def2-TZVPD basis set", "max_force_ev_per_a": 2.66, "mol_weight_g_mol": 115.157, "homo_lumo_gap_ev": 9.52, "relative_energy_kj_mol": 208.3, "smiles": "CSc1cnoc1", "species": ["C", "S", "C", "C", "N", "O", "C", "H", "H", "H", "H", "H"], "positions_angstrom": [[-2.05323, -1.42864, -0.31856], [-1.54441, 0.18359, -0.75423], [0.10952, 0.21443, -0.10526], [1.24611, -0.64878, -0.26721], [2.25997, -0.20836, 0.46073], [1.82758, 0.92922, 1.10600], [0.59642, 1.22027, 0.70375], [-1.49285, -2.33604, -0.70511], [-3.12944, -1.55663, -0.56031], [-1.94069, -1.59808, 0.72574], [1.26062, -1.62335, -0.72862], [0.17952, 2.05769, 1.18648]], "atomic_forces_ev_per_a": [[-0.337, -2.635, -0.093], [0.954, 0.827, -0.647], [0.108, 0.998, 0.271], [-0.185, 0.938, 1.378], [-0.530, -0.910, -0.362], [0.560, 0.071, -0.941], [-0.319, -2.029, -0.238], [-0.488, 1.343, -0.431], [0.714, 0.192, -0.005], [-0.213, 0.240, 1.158], [0.356, 0.165, -0.264], [-0.621, 0.800, 0.174]], "lowdin_charge": [-0.47, 0.86, -0.52, -0.12, 0.06, -0.04, -0.13, 0.06, 0.05, 0.02, 0.12, 0.12]}

=====

[8]
{"formula": "C4H5NOS", "method": "ωB97M-V with the def2-TZVPD basis set", "max_force_ev_per_a": 4.59, "mol_weight_g_mol": 115.157, "homo_lumo_gap_ev": [7.66, 7.08], "relative_energy_kj_mol": 636.0, "species": ["C", "C", "C", "C", "N", "O", "S", "H", "H", "H", "H", "H"], "positions_angstrom": [[0.39598, 1.94337, 0.00181], [1.55104, 1.15778, 0.08029], [-0.42911, -0.59241, 0.31789], [-1.53872, -1.47030, -0.02147], [-0.78901, 1.47428, -0.00032], [2.13064, -1.44830, 0.14982], [1.14120, -0.46352, -0.25845], [0.48148, 3.03162, 0.01307], [2.56664, 1.49000, -0.02086], [-1.16215, -2.45791, -0.30314], [-2.17326, -1.08725, -0.82319], [-2.17473, -1.57737, 0.86454]], "atomic_forces_ev_per_a": [[0.784, 0.498, 0.431], [-0.273, -0.660, -0.799], [-0.102, 4.401, -1.309], [-0.418, -0.472, 0.118], [-0.554, -4.012, 0.579], [0.445, -0.543, -0.381], [-0.193, 0.802, 1.501], [-0.017, 0.076, -0.137], [0.213, -0.083, 0.059], [-0.107, -0.011, 0.064], [0.146, 0.085, -0.019], [0.077, -0.081, -0.109]], "lowdin_charge": [-0.40, -0.26, -0.24, -0.15, 0.13, -0.44, 0.92, 0.11, 0.07, 0.09, 0.08, 0.09]}

=====

[9]
{"formula": "C4H5NOS", "method": "ωB97M-V with the def2-TZVPD basis set", "max_force_ev_per_a": 7.56, "mol_weight_g_mol": 115.157, "homo_lumo_gap_ev": 8.56, "relative_energy_kj_mol": 323.2, "smiles": "C=C(C=O)NC=S", "species": ["C", "C", "C", "O", "N", "C", "S", "H", "H", "H", "H", "H"], "positions_angstrom": [[0.28137, 0.78001, 1.20070], [-0.32422, 0.05211, 0.22340], [-1.64773, -0.71689, 0.69048], [-2.30478, -0.19635, 1.69891], [0.13744, -0.06389, -1.08996], [1.50507, 0.08883, -1.43903], [2.60204, 0.96860, -0.61595], [-0.49434, 0.73991, 1.98482], [1.15546, 1.22708, 1.16131], [-2.21698, -1.75920, 0.17769], [-0.44528, -0.63731, -1.63707], [1.75194, -0.48289, -2.35530]], "atomic_forces_ev_per_a": [[-6.653, -3.583, -0.069], [-0.291, 0.253, 1.024], [-3.634, 1.841, 3.200], [3.301, -3.069, -5.163], [2.236, -0.211, 0.758], [-1.748, -0.298, 0.147], [0.228, -0.493, -0.854], [1.389, 0.549, 0.623], [3.417, 2.267, 0.007], [2.196, 2.967, 1.061], [-0.255, -0.781, -1.144], [-0.187, 0.558, 0.411]], "lowdin_charge": [0.07, -0.29, -0.10, -0.08, -0.02, -0.63, 0.70, 0.07, -0.08, 0.18, 0.11, 0.07]}

=====

[10]
{"formula": "C4H5NOS2", "method": "ωB97M-V with the def2-TZVPD basis set", "max_force_ev_per_a": 1.55, "mol_weight_g_mol": 147.224, "homo_lumo_gap_ev": 10.21, "relative_energy_kj_mol": 55.0, "smiles": "CSC(=O)[C@@H](S)C#N", "species": ["C", "S", "C", "O", "C", "S", "C", "N", "H", "H", "H", "H", "H"], "positions_angstrom": [[0.87297, -1.01691, -2.15252], [-0.57513, -0.42074, -1.25873], [0.20853, -0.06066, 0.26656], [1.39474, -0.22327, 0.46513], [-0.68326, 0.43395, 1.41303], [0.03177, 1.92193, 2.21495], [-2.06793, 0.74590, 1.01810], [-3.15850, 0.96640, 0.71280], [0.55422, -1.27247, -3.17396], [1.28504, -1.85291, -1.66006], [1.60979, -0.21584, -2.23349], [-0.73749, -0.39028, 2.13835], [1.26524, 1.38491, 2.24984]], "atomic_forces_ev_per_a": [[-0.407, 1.139, -0.976], [-0.034, 0.027, 0.032], [0.829, -0.166, -0.011], [-0.724, 0.106, -0.084], [-0.479, 0.097, 0.122], [0.063, -0.266, -0.100], [-0.422, 0.002, -0.218], [0.799, -0.121, 0.241], [-0.051, -0.015, 0.451], [0.483, -0.943, 0.504], [-0.052, -0.126, 0.150], [0.090, 0.192, -0.124], [-0.095, 0.074, 0.013]], "lowdin_charge": [-0.36, 0.97, -0.77, -0.01, -0.62, 0.80, -0.32, 0.18, 0.05, 0.03, 0.05, 0.13, -0.12]}